Entry from OMol25: a molecular structure, C18H18IN9O5SbSe4Tc (ωB97M-V with the def2-TZVPD basis set).

```
57
Properties=species:S:1:pos:R:3:lowdin_spin:R:1
Tc -0.44 0.02 -0.58 0.8198
O -0.55 4.43 -0.54 -0.0001
C 0.72 4.71 -0.16 -0.0002
C 1.07 6.03 -0.05 0.0001
C 2.37 6.35 0.29 -0.0003
C 3.33 5.41 0.57 0.0002
C 2.98 4.07 0.51 -0.0006
C 1.67 3.71 0.13 -0.0002
C 1.33 2.30 -0.02 -0.0021
O 0.27 1.96 -0.74 0.0348
N 2.12 1.41 0.51 -0.0024
N 1.56 0.20 0.24 -0.0167
C 2.13 -0.89 0.49 0.0305
C 0.60 -2.68 0.76 0.0011
C 1.21 -5.79 -0.19 0.0022
C 0.00 -6.02 0.64 0.0080
C -1.07 -5.24 0.72 0.0033
C -1.40 -3.95 0.09 0.0423
C -0.79 -2.78 0.15 -0.0049
O -1.42 -1.69 -0.37 0.0866
H -0.65 3.46 -0.64 0.0006
H 0.36 6.79 -0.30 0.0000
H 2.63 7.41 0.28 0.0000
H 4.33 5.73 0.86 0.0000
H 3.71 3.29 0.69 -0.0001
H 3.06 -1.04 1.04 0.0008
H 1.89 -6.66 -0.18 0.0001
H -0.04 -6.96 1.17 0.0004
H -1.87 -5.59 1.34 0.0013
H -2.39 -3.93 -0.36 0.0016
N -0.43 0.21 -2.82 0.0017
N 0.15 -0.96 -3.35 0.0005
C 0.82 -1.78 -2.48 0.0031
N 1.42 -2.82 -3.00 0.0031
N 0.78 -1.43 -1.22 -0.0001
N 1.53 -2.02 -0.19 0.0069
O 0.91 -3.05 1.87 -0.0010
O 1.41 -4.86 -0.93 0.0031
H -1.38 0.29 -3.10 0.0014
H 0.08 1.04 -3.09 0.0024
H 0.01 -1.22 -4.32 -0.0001
H 1.34 -2.96 -3.98 0.0001
H 1.70 -3.60 -2.40 0.0002
I -2.03 -1.37 5.30 0.0004
C -1.39 -0.39 3.60 0.0012
C -1.00 0.91 3.49 0.0030
N -0.63 1.14 2.23 0.0010
N -0.73 0.03 1.48 -0.0023
C -1.23 -0.91 2.31 0.0024
H -0.98 1.71 4.23 0.0001
H -0.28 2.00 1.85 0.0000
H -1.47 -1.88 1.97 0.0001
Se -6.08 0.17 1.21 0.1337
Sb -5.17 1.56 -0.61 0.0416
Se -5.34 3.93 -0.25 0.8406
Se -6.05 0.95 -2.87 0.9052
Se -2.69 1.25 -1.29 0.0459
```

charge = +1
highest occupied orbital energy (spin up / spin down) = -10.275 / -10.132 eV
expectation value of S² = 3.77
E = -11789.85448 Eh
2S+1 = 4

---

Entry from OMol25: C18H18N4O3S2 in the gas phase (ωB97M-V with the def2-TZVPD basis set).

```
45
Properties=species:S:1:pos:R:3:nbo_charge:R:1
C 6.63 0.31 1.55 -0.5941
C 6.17 -0.32 0.24 -0.4506
C 4.69 -0.36 0.15 0.0449
N 4.00 -1.43 0.08 -0.2622
N 2.68 -1.23 0.02 -0.3160
C 2.36 0.02 0.05 0.2008
N 1.07 0.45 0.00 -0.6360
C 0.74 1.78 -0.03 0.6658
O 1.58 2.66 0.00 -0.5818
C -0.72 2.02 -0.15 -0.0711
C -1.18 3.06 -0.96 -0.1675
C -2.54 3.23 -1.16 -0.2033
C -3.45 2.36 -0.58 -0.1618
C -2.99 1.36 0.26 -0.3135
S -4.15 0.18 0.96 2.3164
O -4.39 0.49 2.34 -0.9248
O -5.29 0.12 0.09 -0.9257
N -3.29 -1.27 0.92 -0.6916
C -2.99 -1.90 2.19 -0.4159
C -2.48 -1.49 -0.19 0.2415
C -2.90 -1.06 -1.44 -0.2742
C -2.09 -1.19 -2.55 -0.1841
C -0.83 -1.77 -2.43 -0.2391
C -0.41 -2.23 -1.20 -0.2030
C -1.22 -2.10 -0.08 -0.3272
C -1.64 1.20 0.50 -0.1963
S 3.72 1.11 0.15 0.3896
H 7.72 0.32 1.60 0.2141
H 6.26 -0.26 2.40 0.2125
H 6.27 1.33 1.63 0.2058
H 6.54 -1.35 0.17 0.2361
H 6.57 0.25 -0.60 0.2177
H 0.37 -0.27 -0.13 0.4466
H -0.46 3.70 -1.44 0.2377
H -2.89 4.03 -1.79 0.2271
H -4.51 2.44 -0.76 0.2457
H -2.98 -2.98 2.06 0.2144
H -3.79 -1.62 2.87 0.2499
H -2.04 -1.56 2.61 0.1855
H -3.88 -0.62 -1.54 0.2435
H -2.43 -0.85 -3.51 0.2189
H -0.19 -1.87 -3.29 0.2210
H 0.56 -2.69 -1.08 0.2449
H -0.87 -2.47 0.87 0.2283
H -1.31 0.45 1.20 0.2311
```

highest occupied orbital energy = -8.900 eV
E = -1937.83635 Eh
2S+1 = 1

---

Entry from OMol25: C18H18N4O3S2 in the gas phase (ωB97M-V with the def2-TZVPD basis set).

```
45
Properties=species:S:1:pos:R:3:nbo_charge:R:1
C -1.41 -2.36 2.03 -0.6184
C -1.59 -2.79 0.58 -0.2180
N -1.56 -1.68 -0.34 -0.3670
C -2.63 -0.94 -0.74 0.1670
S -4.19 -0.97 0.04 0.2402
C -4.72 0.73 -0.39 -0.6114
C -3.57 1.74 -0.31 0.7063
O -3.47 2.64 -1.10 -0.5556
N -2.74 1.53 0.76 -0.6542
C -1.35 1.67 0.74 0.2660
C -0.67 2.28 -0.31 -0.2717
C 0.71 2.20 -0.38 -0.1240
C 1.43 1.53 0.61 -0.2092
C 2.89 1.32 0.52 0.7921
O 3.52 0.63 1.28 -0.6119
O 3.44 1.98 -0.51 -0.5108
C 4.84 1.82 -0.66 -0.2577
C 0.75 0.98 1.70 -0.1482
C -0.62 1.06 1.77 -0.2898
N -2.29 -0.10 -1.68 -0.3117
N -0.99 -0.25 -1.90 -0.2642
C -0.53 -1.18 -1.10 0.2945
C 0.86 -1.50 -1.03 -0.2605
C 1.81 -1.05 -1.92 -0.2017
C 3.12 -1.43 -1.57 -0.2623
C 3.16 -2.15 -0.41 -0.3870
S 1.61 -2.38 0.27 0.4358
H -0.47 -1.82 2.15 0.2224
H -1.38 -3.24 2.66 0.2215
H -2.24 -1.74 2.34 0.2105
H -2.55 -3.29 0.45 0.2157
H -0.79 -3.49 0.29 0.2243
H -5.11 0.74 -1.41 0.2626
H -5.51 0.97 0.31 0.2497
H -3.07 0.87 1.45 0.3966
H -1.23 2.77 -1.09 0.2590
H 1.23 2.64 -1.21 0.2321
H 5.10 2.25 -1.63 0.1938
H 5.11 0.77 -0.62 0.1948
H 5.37 2.35 0.14 0.1902
H 1.32 0.48 2.46 0.2361
H -1.15 0.62 2.60 0.2068
H 1.54 -0.47 -2.78 0.2466
H 3.99 -1.18 -2.15 0.2279
H 4.02 -2.56 0.09 0.2425
```

highest occupied orbital energy = -8.021 eV
E = -1937.86550 Eh
2S+1 = 1

---

> Look up the E of the second one.

-1937.83635 Eh

---

> Which value of 2S+1 does entry 1 give?

4

---

> E of number 3 (C18H18N4O3S2)?

-1937.86550 Eh